[1]
Entry from OMol25: one molecule with the formula C4H6N2 at a distorted geometry (wB97M-V/def2-TZVPD).

Structure (XYZ):
```
12
Properties=species:S:1:pos:R:3:mulliken_charge:R:1
C -1.81 -0.88 -0.01 -0.443
C -0.36 -0.41 -0.15 0.777
C -0.95 0.99 -0.15 -0.308
C 1.94 -0.22 0.05 -0.816
N -2.26 0.31 0.06 -0.498
N 0.71 -1.01 0.08 -0.531
H -2.28 -1.78 0.14 0.422
H -0.57 1.66 0.77 0.235
H -1.05 1.58 -1.02 0.263
H 2.71 -0.99 -0.39 0.269
H 2.13 0.08 1.07 0.300
H 1.79 0.66 -0.47 0.329
```

Properties
Electronic energy (hartree): -265.42043
SMILES: C/N=C1/C=NC1
ΔE to the lowest compared entry with this formula, charge and spin (eV): 3.133
LUMO energy (eV): 0.85

***

[2]
Entry from OMol25: C47H71GeN4O4P3Rb as an isolated structure (wB97M-V/def2-TZVPD).

Structure (XYZ):
```
131
Properties=species:S:1:pos:R:3:mulliken_spin:R:1
Rb -0.32 0.23 -1.12 0.038
C 2.08 -5.06 0.64 0.001
C 1.85 -3.55 0.61 0.000
C 2.16 -2.93 1.97 -0.054
P 0.24 -2.85 -0.06 -0.032
C -0.98 -3.17 1.31 0.057
C -2.26 -2.34 1.09 -0.030
C -1.38 -4.58 1.74 0.003
C -0.12 -3.92 -1.49 0.005
C -0.38 -5.29 -1.34 0.003
C -0.45 -6.16 -2.41 0.000
C -0.18 -5.66 -3.68 0.000
C 0.08 -4.32 -3.87 0.000
C 0.05 -3.38 -2.80 -0.004
N 0.26 -2.04 -2.99 0.009
C 0.04 -1.47 -4.22 -0.002
C -1.01 -1.85 -5.09 0.000
C -1.25 -1.21 -6.28 0.000
C -0.45 -0.14 -6.68 0.000
C 0.55 0.29 -5.83 0.000
C 0.80 -0.33 -4.60 0.001
P 1.97 0.31 -3.36 -0.006
C 2.27 2.06 -3.90 0.000
C 3.45 2.62 -3.10 0.000
C 1.02 2.90 -3.65 0.000
C 3.57 -0.53 -3.84 0.000
C 4.06 -0.23 -5.25 0.000
C 3.44 -2.04 -3.63 0.000
H 3.13 -5.25 0.89 0.000
H 1.47 -5.55 1.40 -0.001
H 1.88 -5.53 -0.32 0.000
H 2.58 -3.15 -0.11 -0.004
H 1.55 -3.38 2.76 -0.001
H 3.21 -3.11 2.24 0.001
H 1.99 -1.85 1.98 0.068
H -0.45 -2.71 2.15 -0.037
H -2.85 -2.76 0.27 -0.001
H -2.90 -2.38 1.98 0.005
H -2.04 -1.29 0.89 0.042
H -2.05 -5.04 1.01 0.000
H -0.52 -5.23 1.89 0.000
H -1.92 -4.53 2.69 0.000
H -0.51 -5.69 -0.35 0.001
H -0.66 -7.21 -2.25 0.000
H -0.15 -6.32 -4.53 0.000
H 0.30 -3.96 -4.87 0.000
H -1.66 -2.67 -4.79 0.000
H -2.07 -1.53 -6.91 0.000
H -0.62 0.36 -7.62 0.000
H 1.15 1.14 -6.12 0.000
H 2.53 2.10 -4.97 0.000
H 3.25 2.53 -2.03 0.000
H 4.38 2.09 -3.32 0.000
H 3.60 3.67 -3.33 0.000
H 0.74 2.87 -2.59 0.000
H 1.22 3.95 -3.90 0.000
H 0.16 2.58 -4.22 0.000
H 4.31 -0.15 -3.12 0.000
H 3.30 -0.49 -5.99 0.000
H 4.33 0.82 -5.39 0.000
H 4.95 -0.83 -5.47 0.000
H 2.73 -2.46 -4.33 0.000
H 4.40 -2.53 -3.78 0.000
H 3.07 -2.29 -2.63 -0.001
O -2.27 -1.17 -2.04 0.003
H -2.38 -1.91 -1.43 0.002
H -1.43 -1.41 -2.51 0.001
O 2.77 -0.42 -0.28 -0.004
H 2.09 -1.10 -0.40 -0.014
H 3.52 -0.72 -0.80 0.000
O 1.18 1.89 0.20 -0.013
H 1.86 1.22 0.00 -0.007
H 1.65 2.63 0.61 0.007
O -2.22 1.21 -3.85 0.000
H -2.71 0.48 -3.45 0.000
H -1.66 0.79 -4.51 0.000
C -3.22 5.14 0.81 0.001
N -3.41 3.75 1.23 0.007
C -4.69 3.28 0.70 0.002
N -4.82 3.41 -0.75 0.000
C -4.59 4.81 -1.10 0.000
N -3.31 5.34 -0.64 0.000
C -2.19 4.69 -1.33 0.000
P -2.10 2.85 -1.09 -0.008
C -2.30 2.92 0.77 -0.026
C -3.90 2.53 -1.45 0.000
H -2.25 5.49 1.17 0.000
H -4.00 5.74 1.28 0.000
H -5.48 3.85 1.17 0.000
H -4.81 2.22 0.97 -0.001
H -5.38 5.41 -0.65 0.000
H -4.64 4.91 -2.19 0.000
H -1.25 5.14 -0.99 0.000
H -2.27 4.90 -2.40 0.000
H -1.37 3.30 1.21 -0.016
H -2.43 1.90 1.16 0.053
H -4.13 1.49 -1.20 -0.001
H -4.04 2.63 -2.53 0.000
C 2.65 0.64 3.06 0.083
Ge 0.68 0.68 3.14 0.603
C 0.10 2.52 3.48 0.023
C -1.15 2.75 4.05 0.023
C -1.62 4.04 4.24 -0.015
C -0.83 5.12 3.87 0.037
C 0.42 4.91 3.32 -0.015
C 0.88 3.62 3.12 0.042
C 0.05 -0.40 4.66 0.000
C -0.99 -1.26 4.48 0.124
C -1.43 -2.15 5.49 0.025
C -0.78 -2.17 6.69 0.006
C 0.28 -1.26 6.95 0.003
C 0.92 -1.24 8.22 0.004
C 1.90 -0.32 8.49 -0.003
C 2.27 0.62 7.50 -0.003
C 1.68 0.60 6.27 -0.007
C 0.69 -0.35 5.95 0.032
H 2.99 -0.12 3.77 0.005
H 3.04 1.61 3.35 0.015
H 3.02 0.37 2.07 -0.010
H -1.77 1.91 4.34 -0.004
H -2.60 4.20 4.67 0.000
H -1.20 6.13 4.02 0.001
H 1.04 5.76 3.04 0.000
H 1.87 3.48 2.69 0.005
H -1.51 -1.28 3.52 -0.023
H -2.26 -2.82 5.30 0.001
H -1.08 -2.86 7.47 0.000
H 0.61 -1.95 8.97 0.001
H 2.38 -0.31 9.46 -0.001
H 3.02 1.37 7.73 -0.001
H 1.95 1.35 5.54 0.001
```

Properties
Electronic energy (hartree): -5478.57586
ΔE to the lowest compared entry with this formula, charge and spin (eV): 0.198
LUMO energy (alpha / beta) (eV): 0.12 / -1.22
<S²>: 0.7533
Spin multiplicity: 2

***

[3]
Entry from OMol25: a 2-piece molecular cluster, C4H13N2O2 overall at a distorted geometry (wB97M-V/def2-TZVPD).

Structure (XYZ):
```
21
Properties=species:S:1:pos:R:3:mulliken_charge:R:1
C 0.05 1.27 0.88 -0.630
C 0.70 -0.12 1.01 -0.591
C -0.11 -1.19 1.99 -0.336
O -0.96 -2.09 1.48 -0.876
N -0.78 1.43 -0.35 -0.415
C 0.03 1.61 -1.56 -0.675
N 0.72 0.53 -2.19 -0.540
H -0.46 1.49 1.82 0.368
H 0.77 2.09 0.86 0.314
H 1.02 -0.49 0.05 0.239
H 1.64 0.00 1.55 0.306
H 0.75 -1.69 2.44 0.239
H -0.64 -0.50 2.67 0.164
H -1.36 0.61 -0.47 0.328
H -0.66 2.04 -2.37 0.266
H 0.76 2.43 -1.35 0.381
H 0.17 -0.29 -2.38 0.258
H 1.62 0.35 -1.78 0.289
H -0.84 -2.37 0.00 0.379
H -1.65 -2.71 -1.27 0.247
O -0.77 -2.39 -1.03 -0.716
```

Properties
Electronic energy (hartree): -420.17939
ΔE to the lowest compared entry with this formula, charge and spin (eV): 1.073
LUMO energy (eV): 4.11
Charge: -1